P.
Molecular formula: C3H4N2O
Method: DFT, ωB97M-V/def2-TZVPD

Bonds (Å) are listed after each position.
Geometry (Å):
1 C 0.19270 -0.39756 -1.39147  C2 1.495, H7 1.094, H8 1.095, H9 1.093
2 C 0.11465 0.00667 0.04567  C1 1.495, C3 1.358, N6 1.383
3 C -0.62954 -0.32338 1.13284  C2 1.358, O4 1.340, H10 1.082
4 O -0.38269 0.57469 2.09629  C3 1.340, N5 1.384
5 N 0.54947 1.46744 1.59734  O4 1.384, N6 1.254
6 N 0.83193 1.12763 0.42345  C2 1.383, N5 1.254
7 H 0.00383 0.52141 -1.95369  C1 1.094
8 H 1.19607 -0.73482 -1.67317  C1 1.095
9 H -0.54523 -1.14542 -1.69286  C1 1.093
10 H -1.33119 -1.09665 1.41560  C3 1.082

Charge: 0
E_HOMO in eV: -10.1
SMILES: Cc1conn1
Kohn-Sham gap in eV: 10.99



Q.
Molecular formula: C3H4N2O
Method: DFT, ωB97M-V/def2-TZVPD

Bonds (Å) are listed after each position.
Geometry (Å):
1 N -1.98684 -0.27608 -0.10651  C2 1.349, H7 1.011, H8 1.012
2 C -0.67852 -0.59159 -0.01239  N1 1.349, N3 1.210
3 N 0.12914 -1.48858 0.07919  C2 1.210, O4 1.225
4 O 1.33627 -1.67945 0.15964  N3 1.225
5 C 1.93599 0.54494 0.09187  C6 1.220, H9 1.067
6 C 0.86120 1.11477 0.00105  C5 1.220, H10 1.070
7 H -2.38379 0.19990 0.69286  N1 1.011
8 H -2.28360 0.11336 -0.99166  N1 1.012
9 H 2.92825 0.16043 0.16781  C5 1.067
10 H 0.14191 1.90231 -0.08185  C6 1.070

Charge: 0
E_HOMO (alpha / beta) in eV: -8.9 / -8.9
SMILES: NC#[N+][O-].C#C
Kohn-Sham gap (alpha / beta) in eV: 9.46 / 9.46



R.
Molecular formula: C3H4N2O
Method: DFT, ωB97M-V/def2-TZVPD

Bonds (Å) are listed after each position.
Geometry (Å):
1 O -1.09925 -1.98745 -0.08773  C2 1.363, H7 0.964
2 C -0.31052 -0.87680 -0.04875  O1 1.363, C3 1.367, N6 1.363
3 C -0.51334 0.24029 0.71312  C2 1.367, N4 1.378, H8 1.079
4 N 0.47899 1.11008 0.31575  C3 1.378, C5 1.357, H9 1.006
5 C 1.21891 0.46885 -0.62418  N4 1.357, N6 1.312, H10 1.082
6 N 0.77315 -0.74135 -0.86421  C2 1.363, C5 1.312
7 H -1.96093 -1.67619 -0.38846  O1 0.964
8 H -1.21954 0.45393 1.50025  C3 1.079
9 H 0.57107 2.07136 0.59925  N4 1.006
10 H 2.06146 0.93728 -1.11505  C5 1.082

Charge: 0
E_HOMO in eV: -8.7
SMILES: Oc1c[nH]cn1
Kohn-Sham gap in eV: 9.49



S.
Molecular formula: C3H4N2O
Method: DFT, ωB97M-V/def2-TZVPD

Bonds (Å) are listed after each position.
Geometry (Å):
1 C 2.37453 0.14312 0.13878  C2 1.744, N4 1.134
2 C 0.71391 -0.37792 0.02549  C1 1.744, N5 1.258, O6 1.376
3 C -1.36900 0.65807 -0.05930  O6 1.435, H7 1.206, H8 1.120, H9 1.212
4 N 3.45398 0.43044 -0.05931  C1 1.134
5 N 0.56014 -1.62482 0.09005  C2 1.258, H10 1.056
6 O 0.04914 0.82560 0.07972  C2 1.376, C3 1.435
7 H -1.60208 0.25915 -1.17354  C3 1.206
8 H -1.93411 1.59132 0.19175  C3 1.120
9 H -1.78754 -0.05045 0.83103  C3 1.212
10 H -0.45896 -1.85450 -0.06467  N5 1.056

Charge: 0
E_HOMO in eV: -11.6
SMILES: [H]/N=C(/C#N)OC
Kohn-Sham gap in eV: 11.99



The structure shown above that is most stable: R.